Entry 1:
{
  "formula": "C10H14N2O2S",
  "method": "the ωB97M-V functional and the def2-TZVPD basis",
  "species": ["C", "C", "O", "C", "C", "C", "C", "C", "C", "N", "S", "N", "C", "H", "H", "H", "H", "H", "H", "H", "H", "H", "H", "C", "O", "H", "H", "H", "H"],
  "positions_angstrom": [[3.43284, -0.97773, -0.86588], [3.22068, 0.37386, -1.55232], [2.42696, 1.28193, -0.81777], [1.07792, 1.33200, -1.22266], [0.21943, 0.27648, -0.54250], [0.44564, -0.09033, 0.75868], [-0.34694, -1.08565, 1.41023], [-1.33476, -1.70954, 0.76216], [-1.59646, -1.35469, -0.58200], [-2.54647, -1.87483, -1.37424], [-2.43274, -1.16163, -2.78443], [-1.21451, -0.13361, -2.50548], [-0.83943, -0.35687, -1.24622], [3.19854, -0.94557, 0.19144], [2.85220, -1.77185, -1.32280], [4.47542, -1.26999, -0.95011], [2.81303, 0.20636, -2.54807], [4.18944, 0.84150, -1.69927], [0.99038, 1.19564, -2.29948], [0.68888, 2.32117, -1.00529], [1.25046, 0.36391, 1.30875], [-0.09468, -1.32504, 2.42901], [-1.92206, -2.46749, 1.25086], [-3.30979, 1.64428, 2.74930], [-3.16560, 0.82928, 1.59372], [-4.17864, 2.27966, 2.59778], [-3.47053, 1.03695, 3.64480], [-2.43147, 2.27932, 2.89788], [-2.39772, 0.26248, 1.72390]],
  "forces_ev_per_a": [[0.1, -0.1, -0.1], [0.4, -0.4, 0.1], [-0.2, 0.3, -0.1], [-0.2, -0.6, 0.0], [0.7, 0.5, 0.4], [-0.4, 0.0, -0.6], [1.1, 0.8, 0.1], [-0.9, -0.7, -0.2], [-0.6, -0.2, -0.4], [-0.1, -0.4, 0.4], [0.4, 0.6, -0.1], [-0.3, -0.3, -0.4], [0.3, 0.1, 0.5], [-0.1, 0.2, 0.2], [-0.3, -0.1, 0.0], [0.2, -0.1, 0.0], [-0.2, 0.1, -0.1], [0.1, 0.3, 0.1], [0.0, 0.0, -0.2], [0.0, 0.2, 0.2], [0.2, 0.2, 0.0], [-0.1, -0.2, 0.2], [-0.2, -0.2, 0.0], [0.1, -0.2, -0.1], [-0.1, 0.1, 0.1], [0.0, 0.0, 0.0], [0.0, 0.1, 0.0], [0.0, 0.0, 0.1], [0.0, 0.0, -0.1]],
  "lowdin_charge": [-0.06, -0.26, -0.14, -0.16, -0.12, -0.01, -0.08, -0.05, -0.35, -0.24, 1.02, -0.21, -0.33, 0.07, 0.07, 0.07, 0.11, 0.11, 0.11, 0.13, 0.12, 0.11, 0.12, -0.16, -0.13, 0.08, 0.08, 0.08, 0.03],
  "de_lowest_kcal_mol": 36.7,
  "lumo_ev": -0.569,
  "homo_ev": -9.07,
  "homo_lumo_gap_ev": 8.50,
  "spin_multiplicity": 1,
  "energy_ev": -28506.3738
}

---

Entry 2:
{
  "formula": "C5H8O",
  "method": "the ωB97M-V functional and the def2-TZVPD basis",
  "species": ["C", "C", "C", "C", "O", "C", "H", "H", "H", "H", "H", "H", "H", "H"],
  "positions_angstrom": [[3.18566, 0.28874, -0.06465], [2.21024, -0.37158, 0.18830], [0.89554, -0.97068, 0.43998], [-0.14174, 0.07910, 0.07183], [-1.43101, -0.39394, 0.36285], [-2.38640, 0.41352, -0.28147], [4.04256, 0.88226, -0.29423], [0.78922, -1.25631, 1.49228], [0.75134, -1.86954, -0.17097], [0.06024, 1.01767, 0.61530], [-0.04284, 0.30946, -1.00155], [-2.19745, 1.48325, -0.09465], [-2.36420, 0.24145, -1.36873], [-3.37115, 0.14660, 0.10570]],
  "forces_ev_per_a": [[-0.4, -0.3, 0.1], [0.4, 0.4, -0.1], [0.2, 0.0, 0.0], [0.2, 0.2, -0.1], [0.0, 0.0, 0.0], [-0.3, 0.1, -0.1], [-0.1, -0.2, 0.1], [0.0, 0.0, -0.1], [0.0, 0.1, 0.1], [0.0, -0.2, 0.0], [0.0, -0.1, 0.1], [-0.1, -0.2, 0.0], [0.0, 0.1, 0.1], [0.1, 0.0, -0.1]],
  "lowdin_charge": [0.11, -0.15, -0.18, -0.27, -0.18, -0.12, 0.02, 0.12, 0.12, 0.13, 0.13, 0.09, 0.09, 0.09],
  "de_lowest_kcal_mol": 59.4,
  "lumo_ev": 1.044,
  "homo_ev": -9.99,
  "homo_lumo_gap_ev": 11.04,
  "spin_multiplicity": 1,
  "energy_ev": -7359.6790,
  "smiles": "C#CCCOC"
}

---

Entry 3:
{
  "formula": "C17H25I3O6",
  "method": "the ωB97M-V functional and the def2-TZVPD basis",
  "species": ["C", "C", "C", "C", "C", "C", "I", "O", "C", "C", "C", "C", "C", "O", "C", "O", "C", "C", "I", "C", "C", "I", "H", "H", "H", "H", "H", "H", "H", "H", "H", "H", "H", "H", "H", "H", "H", "H", "H", "H", "H", "H", "H", "H", "H", "H", "H", "C", "O", "O", "O"],
  "positions_angstrom": [[4.69131, -2.78573, 0.35458], [3.78906, -2.15963, -0.15999], [2.75323, -1.05593, -0.62619], [3.56067, -0.00256, -1.49166], [2.68736, 0.87309, -2.48721], [2.57496, 2.40907, -2.04202], [1.59359, 3.42637, -3.72728], [1.71925, -1.67559, -1.38757], [0.73208, -2.28275, -0.54525], [-0.21310, -1.27245, 0.24021], [-1.76790, -1.67020, 0.10176], [-2.44096, -0.98884, -1.18484], [-3.92961, -1.56046, -1.24903], [-4.76382, -0.79942, -2.14134], [-5.55918, 0.14971, -1.42021], [-0.11294, 0.10733, -0.17626], [-0.03222, 0.95064, 0.98542], [-0.66653, 2.38977, 0.76665], [-1.40517, 3.13999, -1.11000], [-0.72619, 3.18655, 1.88850], [-0.18250, 2.70986, 3.30815], [-1.55669, 5.20798, 1.82803], [5.67719, -3.16458, 0.71366], [2.37046, -0.51807, 0.29911], [4.36240, -0.53996, -2.06833], [4.06040, 0.70647, -0.76472], [1.63207, 0.51564, -2.63651], [3.19031, 0.81432, -3.50166], [3.58742, 2.84824, -1.83634], [1.91130, 2.41093, -1.12116], [0.06288, -2.89437, -1.23533], [1.17697, -3.01841, 0.20200], [0.02430, -1.40710, 1.35127], [-2.27382, -1.28120, 1.02811], [-1.79769, -2.79135, -0.00811], [-1.88959, -1.23634, -2.13639], [-2.47605, 0.13487, -1.03792], [-3.92135, -2.62893, -1.60721], [-4.30949, -1.58486, -0.17844], [-6.00238, 0.88522, -2.15993], [-6.42964, -0.39917, -0.94073], [-4.94637, 0.72324, -0.66901], [-0.60712, 0.49523, 1.84714], [1.05254, 1.08766, 1.27923], [0.94083, 2.85931, 3.34169], [-0.63223, 3.31096, 4.14644], [-0.45551, 1.62539, 3.49169], [1.27698, -1.33854, 3.62038], [2.33708, -2.01042, 3.49760], [1.22351, -0.04755, 3.53164], [0.10992, -1.85347, 3.82735]],
  "forces_ev_per_a": [[1.0, 0.3, -0.4], [-0.5, 1.5, 0.4], [1.3, -0.8, 0.6], [-0.4, 0.2, 0.0], [0.2, 0.5, -0.4], [0.0, -2.0, 0.3], [0.6, -0.1, 0.8], [0.0, 0.4, 0.8], [-1.1, -0.5, -0.2], [-1.0, -0.8, 1.1], [1.2, 0.7, -1.1], [-0.7, -0.7, 0.9], [1.3, -0.1, 0.3], [-0.2, 0.2, 1.0], [-0.5, 0.1, -0.4], [0.4, -0.1, 0.8], [-0.3, 0.7, -0.2], [0.1, 0.8, 1.9], [0.4, -0.9, 0.7], [0.3, -1.2, -0.3], [-0.5, 0.5, -0.6], [0.5, -0.9, 0.2], [-1.8, 0.3, -0.4], [0.3, -1.0, -0.9], [-0.8, 0.5, 0.5], [-0.4, -0.9, -0.7], [1.1, 0.0, 0.4], [-0.6, 0.2, 1.1], [-1.2, -0.1, -0.4], [0.7, 0.5, -1.2], [1.0, 0.7, 0.6], [-0.3, 1.1, -0.8], [-0.1, 0.4, -1.2], [0.3, -0.7, -0.8], [-0.3, 1.0, 0.5], [-0.5, 0.4, 1.0], [0.1, -1.4, -0.3], [0.0, 1.0, 0.2], [0.0, 0.2, -1.2], [0.6, -0.8, 0.7], [0.9, 0.7, -0.1], [-0.6, -0.6, -0.6], [1.0, 0.4, -0.8], [-1.2, -0.2, 0.1], [-1.3, -0.5, -0.1], [0.3, -0.4, -1.0], [0.9, 1.0, -0.3], [-1.6, 0.6, 0.2], [0.8, -0.4, -0.2], [1.2, 1.7, -0.6], [-0.7, -1.6, -0.1]],
  "lowdin_charge": [0.08, -0.06, -0.30, -0.13, -0.32, -0.60, 0.61, -0.14, -0.12, -0.27, -0.12, -0.15, -0.24, -0.23, -0.13, -0.20, -0.22, -0.67, 0.72, -0.75, -0.15, 0.61, 0.04, 0.16, 0.11, 0.12, 0.09, 0.08, 0.05, 0.05, 0.12, 0.15, 0.14, 0.12, 0.12, 0.12, 0.07, 0.12, 0.12, 0.09, 0.09, 0.09, 0.13, 0.13, 0.09, 0.05, 0.08, -1.06, -0.19, -0.23, -0.25],
  "lumo_ev": 3.496,
  "homo_ev": 1.25,
  "homo_lumo_gap_ev": 2.25,
  "spin_multiplicity": 1,
  "energy_ev": -54614.6936,
  "total_charge": -2
}